{"formula": "C38H54F14I2N3O11S5", "method": "ωB97M-V/def2-TZVPD", "largest_force_ha_per_bohr": 0.2407, "homo_lumo_gap_ev": 5.97, "charge": 1, "homo_ha": -0.39015, "multiplicity": 1, "molar_mass_g_mol": 1409.0, "symbols": ["C", "C", "N", "C", "N", "C", "C", "C", "C", "C", "C", "C", "C", "C", "C", "F", "N", "C", "C", "C", "F", "C", "F", "F", "C", "C", "I", "C", "C", "I", "C", "F", "F", "C", "F", "F", "C", "F", "F", "C", "F", "F", "F", "C", "C", "C", "C", "S", "S", "O", "O", "F", "H", "H", "H", "H", "H", "H", "H", "H", "H", "H", "H", "H", "H", "H", "H", "H", "H", "H", "H", "H", "H", "H", "H", "H", "H", "H", "H", "H", "H", "H", "O", "S", "O", "O", "C", "C", "C", "H", "H", "H", "H", "H", "H", "H", "H", "O", "S", "O", "O", "C", "C", "C", "H", "H", "H", "H", "H", "H", "H", "H", "O", "S", "O", "O", "C", "C", "C", "H", "H", "H", "H", "H", "H", "H", "H"], "coordinates": [[1.66817, 2.47250, -1.54970], [0.77991, 1.70480, -0.58880], [-0.64722, 1.43114, -0.64357], [-1.25721, 0.06485, -0.64339], [-1.04383, -0.69959, -1.73461], [-0.17435, -0.42086, -2.95833], [1.28483, -1.22061, -2.92386], [1.75931, -1.98929, -4.30611], [3.23194, -2.76628, -4.37518], [4.29224, -2.80904, -3.08415], [3.78460, -2.05925, -1.68085], [4.79106, -2.05471, -0.35433], [2.29959, -1.28982, -1.64151], [-1.82257, -1.98241, -1.86297], [-3.37824, -1.52926, -2.20839], [-1.43563, -2.81684, -3.06658], [-2.05319, 0.07282, 0.62415], [-1.93698, -1.22111, 1.29417], [-3.27232, -2.22816, 1.23001], [-3.16149, -3.47857, 2.33884], [-2.31480, -3.47215, 3.54599], [-4.06158, -4.66640, 2.05362], [-3.56569, -5.78386, 1.21571], [-5.45198, -4.66632, 2.63687], [-2.26521, 1.42080, 1.37303], [-3.83802, 1.77522, 1.82640], [-5.13633, 3.42241, 1.03924], [-4.62534, 1.10132, 2.89460], [-6.21152, 1.48459, 3.28472], [-3.86961, -0.42983, 4.19141], [-1.30035, 1.81870, 2.62319], [-0.95856, 0.71625, 3.60031], [0.14116, 2.11367, 2.27244], [-1.72258, 3.04867, 3.59076], [-2.66071, 2.68178, 4.72023], [-2.35382, 4.22660, 2.95814], [-0.46125, 3.72486, 4.46243], [0.35064, 4.68184, 3.68533], [0.46289, 2.74342, 5.07158], [-1.00065, 4.57790, 5.78998], [-2.13474, 5.47352, 5.55144], [0.16667, 5.47518, 6.13973], [-1.14709, 3.69736, 7.00936], [-1.75140, 2.24886, -0.02784], [-2.85010, 2.23279, -1.29280], [-2.35844, 2.09723, -2.81593], [-3.41245, 2.94870, -3.80097], [-2.93579, 4.73291, -4.06618], [-1.24059, 3.99308, -0.06346], [-0.03682, 4.50146, 0.75035], [-2.33503, 5.10818, 0.17374], [-0.73390, 4.45301, -1.68427], [2.53385, 3.18608, -1.19128], [1.53567, 2.37429, -2.73100], [1.42195, 1.18728, 0.27835], [0.13686, 0.72808, -3.06050], [-0.75557, -0.59021, -3.99033], [1.08704, -1.97841, -5.27253], [3.55437, -3.30962, -5.38513], [5.35126, -3.34191, -3.18569], [5.80304, -1.48911, -0.63964], [5.07879, -3.12748, 0.01417], [4.32488, -1.40051, 0.52555], [2.02871, -0.78838, -0.61942], [-1.70246, -2.75712, -1.00757], [-3.82075, -0.74038, -1.46180], [-3.34375, -1.08534, -3.31498], [-4.06139, -2.49789, -2.28486], [-1.62576, -1.29692, 2.41244], [-1.01333, -1.78354, 0.77326], [-4.25772, -1.57490, 1.40299], [-3.44155, -2.77625, 0.23026], [-6.29232, 2.58695, 3.73775], [-6.93623, 1.34129, 2.34576], [-6.65905, 0.78687, 4.11155], [-3.38822, 3.30108, -1.31899], [-3.69422, 1.42712, -1.04147], [-2.55815, 0.96639, -3.14787], [-1.26100, 2.38936, -3.07325], [-4.48678, 2.77273, -3.35102], [-3.40218, 2.37551, -4.84411], [-4.12118, 5.46287, -3.72944], [0.11658, 10.73344, 8.05430], [-0.97265, 10.36659, 8.93343], [-0.74381, 9.81680, 10.25285], [-1.99715, 9.38702, 8.12951], [-1.47849, 8.22068, 7.50734], [-1.23948, 7.11443, 8.51725], [-2.06892, 11.75475, 9.08617], [-0.56573, 8.44994, 6.94732], [-2.22686, 7.88579, 6.78108], [-0.42539, 7.37528, 9.20013], [-0.97202, 6.18145, 8.01276], [-2.13218, 6.94610, 9.12807], [-2.29697, 12.13676, 8.08954], [-1.56223, 12.52245, 9.67488], [-2.97819, 11.43323, 9.59762], [4.50948, -4.85600, -7.58696], [5.44756, -5.94185, -7.40048], [6.29859, -6.03053, -6.23283], [6.37406, -6.07823, -8.73406], [7.06641, -4.93083, -9.20373], [8.31446, -4.66348, -8.38416], [4.57699, -7.47889, -7.57857], [6.40748, -4.05624, -9.21893], [7.35641, -5.13413, -10.24018], [8.05737, -4.35874, -7.36527], [8.91008, -3.86499, -8.83597], [8.92905, -5.56601, -8.30611], [3.98053, -7.44385, -8.49193], [3.92595, -7.60121, -6.71031], [5.30209, -8.29401, -7.61784], [3.33571, -6.58553, -2.05628], [2.12214, -6.01478, -1.51284], [2.10870, -4.73084, -0.84440], [1.40407, -7.11403, -0.54772], [2.16190, -7.69947, 0.50081], [2.28263, -6.76152, 1.68678], [0.88504, -5.99764, -2.78619], [3.14780, -8.01324, 0.14182], [1.62968, -8.60420, 0.81362], [2.89564, -5.89020, 1.43753], [2.74731, -7.27023, 2.53637], [1.29885, -6.38862, 1.98924], [0.84499, -6.98301, -3.25378], [1.16951, -5.24414, -3.52374], [-0.07748, -5.73816, -2.34125]], "atomic_forces_ev_per_a": [[-2.9304, -2.0921, 1.0995], [4.9740, 1.5656, -1.0084], [-0.4927, -2.3637, -0.4465], [1.6859, 4.9536, 0.8242], [-0.7890, -0.9970, 1.5854], [2.8752, 1.7292, -1.6241], [3.3458, -2.5815, -0.6983], [2.6413, -0.1259, 3.1721], [-0.6862, 1.6159, 3.0388], [-4.5196, 2.2785, 0.1617], [-1.5396, -0.1956, -2.9434], [-0.0808, 1.1003, -0.5864], [1.2292, -1.5944, -2.8148], [-2.4239, -2.0254, -1.6264], [0.2549, -0.8370, -0.9364], [-0.4008, 2.5619, 2.8747], [0.8509, -1.4140, -0.9414], [0.5873, -4.3003, 0.5367], [0.7666, -0.3728, 0.9738], [-0.3212, -1.4481, -1.7147], [-3.4299, 0.9626, -2.2549], [0.4478, 1.1893, 0.7350], [-3.0078, 4.0972, 2.0627], [4.9783, -1.6109, -1.3266], [-0.1424, 1.3292, -1.8068], [-2.2976, -2.1475, 2.8155], [1.4667, -1.0995, 0.1965], [0.6770, 2.0632, -2.3550], [-0.2090, -0.0130, 0.1027], [-0.5081, 0.7436, -0.5650], [4.1837, -1.6539, 2.3118], [-1.8556, 2.7126, -2.8085], [-4.4054, -0.3842, 0.0268], [-1.4429, 2.9997, 2.5125], [2.6805, 0.5665, -3.7482], [1.8822, -4.0452, 1.3566], [2.5543, 0.5569, 0.7630], [-2.8713, -3.3760, 2.1724], [-2.9447, 2.7442, -2.2846], [1.4863, 2.0216, 2.4328], [3.7005, -3.5181, 0.9984], [-3.9867, -2.9793, -1.1747], [-0.0910, 3.2209, -4.5888], [-0.1934, -0.9723, -2.8502], [-2.2140, 1.5702, 0.2483], [-0.8230, -0.8890, -1.2158], [-0.4409, -2.2050, 0.0645], [-1.5611, -0.0620, 0.6604], [1.9680, 11.8761, 2.8790], [-3.5085, -3.8354, -2.7673], [2.7796, -5.9283, -1.5151], [-1.1127, -2.2265, 2.5679], [-1.4887, -2.3677, -0.4523], [-0.3529, 1.0207, 2.7379], [-1.9548, 1.8573, -1.3188], [-1.0840, -2.5339, 0.9356], [1.0627, -0.2545, 2.7398], [1.4714, -0.0316, 2.2266], [-0.8352, 1.3490, 2.3959], [-2.6677, 1.2729, 0.3120], [-2.2527, -1.3193, 0.4306], [-0.8569, 2.0413, -0.8182], [0.8183, -1.6623, -1.9399], [0.4908, -1.0803, -2.2260], [0.0086, 1.8219, -1.3720], [0.9770, -1.6539, -1.3750], [-0.0376, -0.8434, 2.5125], [1.5079, 2.1267, 0.3884], [-0.5734, 1.1736, -2.0132], [-2.0680, 0.9981, 1.1775], [2.1351, -1.5877, -0.0372], [0.3583, 0.7891, 1.4348], [0.3491, -2.3943, -1.3311], [1.8789, 0.5876, 1.9451], [1.3915, 1.0699, -1.5619], [1.0224, -2.3989, 0.5482], [1.8859, 1.8430, -0.5465], [0.7383, 2.4625, 0.6694], [-2.0969, -0.4159, 0.8096], [2.0724, 0.6927, -0.9578], [0.0117, 1.3971, 2.1877], [1.4272, -1.3683, -0.3548], [-0.6346, -0.5924, 0.7923], [-0.2849, -0.1211, -0.0001], [0.1289, 0.4038, -1.2108], [0.2270, 1.2227, 0.5409], [0.4146, -1.0426, -0.3249], [0.1677, -0.1097, 0.3211], [-0.1620, -0.0694, -0.1000], [-0.0811, 0.1309, 0.1171], [-0.0238, 0.3769, 0.1537], [-0.0962, -0.0480, -0.1069], [-0.0885, 0.2552, 0.1472], [0.0674, 0.0277, -0.1541], [0.0698, -0.1128, 0.1324], [0.0676, -0.2246, -0.0683], [0.1708, -0.0113, -0.0697], [0.7681, -0.3571, 0.3923], [0.5586, -0.5198, -0.3700], [-0.8652, 0.4918, -0.8570], [-1.1703, -0.5148, 0.9371], [0.7845, 0.9579, -0.3023], [0.0869, 0.0586, 0.3652], [0.0533, -0.0377, -0.1686], [-0.0651, -0.1802, 0.0770], [-0.2846, -0.2344, 0.1948], [0.0381, -0.0201, -0.1385], [-0.0985, -0.1129, -0.0251], [-0.0845, 0.1365, -0.1128], [0.1328, 0.0496, 0.1192], [0.1666, 0.1614, -0.0462], [-0.0597, 0.1818, 0.0180], [-0.7521, 0.6688, 0.7375], [-0.2472, -0.3722, 0.0571], [0.2894, -0.9344, -0.4134], [-0.0406, 0.8064, -1.2510], [0.6114, -0.3810, 1.0243], [0.1416, 0.3464, 0.0675], [-0.1023, -0.1137, 0.0581], [-0.1353, 0.1108, -0.1183], [-0.0853, 0.1887, -0.3539], [-0.0516, -0.1248, 0.0379], [-0.0861, -0.0081, -0.1262], [0.0968, -0.1544, -0.0169], [0.0394, 0.1201, 0.1407], [0.1270, -0.0098, 0.2025], [0.1663, -0.0447, -0.0172]]}